[1]
Computed, not measured: 2 unconnected molecules or ions with the total composition C3H6BrIO at a distorted geometry, with wB97M-V/def2-TZVPD.

Electronic energy   -3064.737238 Eh
Net charge   0
E_HOMO   -8.97 eV
Relative energy (zero: lowest compared OMol25 entry of this formula, charge and spin)   256.1 kJ/mol

Element x y z (Å)
C: 1.12215 0.85216 -0.91446
C: -1.65822 -0.84525 0.33220
C: 0.33556 -0.15792 0.03059
O: 0.61504 0.28651 1.32300
Br: 1.02495 0.70107 -2.80705
I: -1.37215 -1.93650 2.15272
H: 2.07747 0.76938 -0.60367
H: 0.82604 1.88005 -0.67184
H: -2.48668 -0.20736 0.36911
H: -1.60391 -1.44660 -0.55589
H: 0.84817 -1.07009 -0.05652
H: 0.27157 1.17454 1.40180

=====

[2]
Computed, not measured: 2 unconnected molecules or ions with the total composition C3H6BrIO at a distorted geometry, with wB97M-V/def2-TZVPD.

Electronic energy   -3064.675581 Eh
Net charge   0
E_HOMO   -8.19 eV
Relative energy (zero: lowest compared OMol25 entry of this formula, charge and spin)   418.0 kJ/mol

Element x y z (Å)
C: -1.49978 0.41656 0.09618
C: -1.41225 -1.03493 -0.05439
C: 1.73135 0.70229 -0.58621
O: -0.61916 -1.82889 0.44651
Br: 1.64945 2.40129 0.51070
I: 2.62761 -1.08871 0.43440
H: -2.29259 0.87726 -0.58914
H: -1.63973 0.77224 1.11154
H: -0.34361 0.68718 -0.03866
H: -1.89379 -1.41512 -0.91951
H: 2.54945 1.04305 -1.24377
H: 1.14305 -1.53220 0.83236

=====

[3]
Computed, not measured: 2 unconnected molecules or ions with the total composition C3H6BrNO at a distorted geometry, with wB97M-V/def2-TZVPD.

Electronic energy   -2821.797796 Eh
Net charge   0
SMILES   C=[NH+][O-].C=CBr
E_HOMO   -8.92 eV
Relative energy (zero: lowest compared OMol25 entry of this formula, charge and spin)   247.4 kJ/mol

Element x y z (Å)
C: 1.01948 -0.87435 -0.77824
N: 1.01512 -1.97754 -0.11486
O: 1.77232 -2.32016 0.81238
H: 0.29192 -0.70817 -1.54776
H: 1.76285 -0.12884 -0.55505
H: 0.28413 -2.66481 -0.38226
C: -0.62644 0.95363 1.03442
C: -1.67216 0.92910 0.23533
Br: -2.74148 -0.61789 -0.00934
H: -0.04331 1.85192 1.14277
H: -0.32202 0.09505 1.60868
H: -2.01635 1.76648 -0.35042

=====

[4]
Computed, not measured: C3H6BrNSi in the gas phase at a distorted geometry, with wB97M-V/def2-TZVPD.

Electronic energy   -3036.212013 Eh
Net charge   0
SMILES   C[Si](C)(Br)C#N
E_HOMO   -10.37 eV
Relative energy (zero: lowest compared OMol25 entry of this formula, charge and spin)   41.4 kJ/mol

Element x y z (Å)
C: 1.46359 -0.33183 -0.68043
Si: -0.44540 -0.04465 -0.25999
C: -0.40011 1.07499 1.23181
Br: -1.40507 1.37149 -1.84708
C: -1.43464 -1.61257 -0.29445
N: -2.05292 -2.51257 -0.59061
H: 2.03316 0.37342 -1.28610
H: 1.88451 -0.60218 0.23313
H: 1.48663 -1.22364 -1.31399
H: 0.65160 1.34694 1.38366
H: -1.12094 1.82210 1.43271
H: -0.66041 0.33849 1.99134

=====

[5]
Computed, not measured: C3H6BrP in the gas phase at a distorted geometry, with wB97M-V/def2-TZVPD.

Electronic energy   -3033.203301 Eh
Net charge   0
SMILES   [H]/P=C(\Br)CC
E_HOMO   -8.99 eV
Relative energy (zero: lowest compared OMol25 entry of this formula, charge and spin)   87.3 kJ/mol

Element x y z (Å)
H: -2.30774 -1.12981 2.69772
P: -1.06724 -1.59851 1.99438
C: -1.23274 -0.51250 0.69848
Br: -2.41749 0.96287 0.88067
C: -0.25605 -0.52861 -0.48784
C: 0.61824 0.75863 -0.33382
H: 0.46424 -1.30413 -0.33223
H: -0.79724 -0.61973 -1.40448
H: -0.13335 1.64364 -0.30350
H: 1.19374 0.47737 0.62132
H: 1.49000 0.82164 -1.05413

=====

[6]
Computed, not measured: a molecular structure, C3H6Cl2NO at a distorted geometry, with wB97M-V/def2-TZVPD.

Electronic energy   -1168.229962 Eh
Net charge   -1
E_HOMO   -3.61 eV
Relative energy (zero: lowest compared OMol25 entry of this formula, charge and spin)   83.7 kJ/mol

Element x y z (Å)
C: 0.68072 -0.89146 0.13557
C: -0.88687 1.18884 0.04405
C: -0.78535 -0.33025 -0.21144
N: -1.56147 -0.98665 1.43987
O: -1.23440 -0.73924 -1.25771
Cl: -3.11607 -0.18184 1.58639
Cl: -1.79104 -2.65104 1.22301
H: 1.36842 -0.16839 -0.24038
H: 0.78362 -1.85174 -0.38616
H: 0.83132 -0.92051 1.16685
H: 0.03604 1.59216 -0.47029
H: -0.89412 1.63519 1.13877
H: -1.82373 1.47495 -0.48395